{
  "formula": "C15H17F3GdIN2O2PS6Sb",
  "method": "ωB97M-V with the def2-TZVPD basis set",
  "symbols": ["Gd", "S", "Sb", "S", "S", "F", "C", "F", "F", "C", "C", "C", "C", "N", "C", "S", "H", "H", "H", "C", "C", "O", "P", "S", "S", "O", "C", "C", "H", "H", "H", "H", "H", "H", "H", "H", "H", "H", "I", "C", "C", "C", "C", "C", "N", "H", "H", "H", "H"],
  "coordinates": [[-0.963, -0.809, 0.046], [-3.045, 0.807, 0.893], [-3.815, -1.307, 1.632], [-1.710, -2.152, 2.330], [-3.883, -2.361, -0.632], [0.672, -6.223, 0.804], [1.746, -5.792, 0.127], [2.786, -6.560, 0.568], [1.571, -6.143, -1.161], [2.029, -4.331, 0.315], [3.262, -3.947, 0.787], [3.558, -2.599, 0.967], [2.554, -1.691, 0.689], [1.359, -2.042, 0.225], [1.055, -3.344, -0.028], [-0.469, -3.654, -0.718], [4.000, -4.703, 1.023], [4.518, -2.267, 1.336], [2.689, -0.629, 0.854], [-0.511, 4.493, 3.385], [-1.218, 3.392, 2.621], [-0.723, 3.321, 1.284], [0.436, 2.308, 0.807], [0.036, 1.809, -1.053], [0.717, 0.822, 2.054], [1.750, 3.275, 0.901], [1.816, 4.411, 0.044], [3.187, 5.030, 0.203], [-0.875, 4.536, 4.415], [-0.684, 5.466, 2.920], [0.564, 4.306, 3.413], [-2.289, 3.575, 2.527], [-1.092, 2.423, 3.106], [1.030, 5.121, 0.320], [1.637, 4.100, -0.988], [3.348, 5.371, 1.227], [3.303, 5.887, -0.465], [3.959, 4.298, -0.037], [0.509, -1.220, -3.298], [-1.599, -1.308, -3.179], [-2.258, -1.806, -4.270], [-3.687, -1.670, -4.229], [-4.310, -1.213, -3.131], [-3.550, -0.952, -1.876], [-2.117, -0.791, -2.078], [-1.726, -2.189, -5.126], [-4.265, -1.896, -5.120], [-5.384, -1.067, -3.103], [-3.920, -0.087, -1.331]],
  "multiplicity": 8,
  "orbital_gap_ev": [5.4, 5.6],
  "total_charge": -2
}